{
  "formula": "C35H33GeIrN3OS2",
  "method": "ωB97M-V/def2-TZVPD",
  "elements": ["Ir", "N", "C", "C", "C", "C", "C", "C", "S", "N", "C", "C", "C", "C", "C", "C", "N", "H", "H", "H", "H", "H", "H", "H", "H", "H", "O", "S", "C", "C", "C", "C", "H", "H", "H", "H", "H", "H", "H", "H", "C", "Ge", "C", "C", "C", "C", "C", "C", "C", "C", "C", "C", "C", "C", "C", "C", "C", "C", "C", "C", "H", "H", "H", "H", "H", "H", "H", "H", "H", "H", "H", "H", "H", "H", "H", "H"],
  "coordinates": [[0.602, -1.242, -0.057], [-0.531, -3.331, 3.430], [0.065, -2.944, 4.643], [-0.153, -3.708, 5.784], [0.426, -3.346, 6.986], [1.237, -2.222, 7.057], [1.461, -1.458, 5.924], [0.869, -1.812, 4.722], [1.121, -0.810, 3.298], [0.374, -1.664, 2.077], [-0.409, -2.711, 2.243], [-1.160, -3.178, 1.095], [-2.036, -4.262, 1.121], [-2.743, -4.616, -0.008], [-2.577, -3.865, -1.166], [-1.684, -2.818, -1.140], [-0.976, -2.480, -0.055], [-1.098, -4.160, 3.466], [-0.780, -4.590, 5.714], [0.255, -3.945, 7.869], [1.700, -1.949, 7.995], [2.105, -0.588, 5.966], [-2.171, -4.835, 2.027], [-3.422, -5.457, 0.008], [-3.127, -4.094, -2.066], [-1.529, -2.204, -2.016], [2.583, -0.482, -0.196], [3.443, -1.665, -0.698], [4.095, -1.139, -2.316], [5.573, -1.488, -2.278], [6.073, -1.010, -0.916], [5.077, -1.521, 0.122], [3.924, -0.061, -2.358], [3.543, -1.643, -3.107], [6.110, -1.011, -3.096], [5.712, -2.568, -2.375], [6.116, 0.080, -0.892], [7.073, -1.384, -0.706], [4.962, -0.865, 0.984], [5.316, -2.527, 0.466], [-0.216, -0.004, -1.328], [-0.996, 1.776, -1.274], [-2.628, 1.407, -2.371], [-3.902, 1.708, -1.911], [-4.998, 1.500, -2.740], [-4.820, 0.987, -4.017], [-3.546, 0.688, -4.478], [-2.448, 0.885, -3.651], [0.203, 2.971, -2.279], [1.560, 2.702, -2.442], [2.351, 3.556, -3.197], [1.789, 4.684, -3.776], [0.437, 4.956, -3.611], [-0.359, 4.101, -2.863], [-1.593, 2.678, 0.374], [-1.212, 3.986, 0.644], [-1.689, 4.621, 1.784], [-2.546, 3.954, 2.647], [-2.922, 2.644, 2.383], [-2.447, 2.006, 1.247], [-0.051, -0.304, -2.376], [-4.049, 2.125, -0.923], [-5.988, 1.747, -2.380], [-5.677, 0.818, -4.655], [-3.398, 0.305, -5.479], [-1.454, 0.662, -4.026], [1.993, 1.832, -1.957], [3.405, 3.344, -3.325], [2.408, 5.361, -4.348], [-0.003, 5.835, -4.064], [-1.416, 4.313, -2.743], [-0.550, 4.521, -0.026], [-1.393, 5.640, 1.994], [-2.930, 4.458, 3.524], [-3.593, 2.123, 3.054], [-2.742, 0.983, 1.035]],
  "lowdin_spin": [0.801, 0.009, 0.000, 0.001, -0.001, 0.001, 0.000, 0.004, 0.004, 0.074, 0.013, 0.003, -0.001, 0.000, 0.000, 0.003, 0.005, 0.001, 0.000, 0.000, 0.000, 0.000, 0.000, 0.000, 0.000, 0.001, 0.028, 0.007, 0.000, 0.000, 0.000, 0.000, 0.000, 0.000, 0.000, 0.000, 0.000, 0.000, 0.000, 0.000, 0.024, 0.001, -0.002, 0.000, 0.000, 0.000, 0.000, 0.001, -0.003, 0.000, 0.000, 0.000, 0.000, -0.001, 0.003, 0.000, 0.000, 0.000, 0.000, 0.000, 0.024, 0.000, 0.000, 0.000, 0.000, 0.000, 0.000, 0.000, 0.000, 0.000, 0.000, 0.000, 0.000, 0.000, 0.000, 0.000],
  "charge": 2,
  "gap_ha": [0.2141, 0.2088],
  "homo_energy_ev": [-12.8, -12.8],
  "e_tot_ev": -124356.9718,
  "multiplicity": 2,
  "de_lowest_ev": 1.6159,
  "lumo_ha": [-0.25623, -0.26136],
  "s_squared": 0.760
}